No. 1
Below is C34H29AgClN2O6Sb as an isolated structure in a non-equilibrium geometry, with properties calculated with wB97M-V/def2-TZVPD.

Each line ends with the Mulliken charge.
CARTESIAN COORDINATES (ANGSTROEM)
C (-4.22, 4.10, 0.65)  -0.656
H (-4.47, 6.02, -0.22)  0.291
C (1.72, 1.32, -3.68)  -0.386
H (0.80, -6.12, -1.45)  0.312
C (1.75, -2.87, -1.59)  0.161
H (0.74, -1.90, -4.08)  0.463
N (-3.39, 0.78, 1.96)  0.135
C (0.51, -2.27, -1.54)  0.508
C (1.87, -4.26, -1.54)  -0.729
H (-2.09, 6.20, -0.96)  0.330
H (2.89, 2.44, -5.08)  0.337
C (4.61, 1.22, 0.79)  -0.521
H (3.45, -0.31, -1.99)  0.348
H (-1.28, -1.28, 4.97)  0.176
C (-1.55, 4.31, -0.09)  -0.529
H (5.55, 1.41, 1.29)  0.339
C (0.72, -5.04, -1.52)  -0.456
H (3.39, 2.19, 2.28)  0.417
C (2.73, -1.01, 4.46)  -0.596
C (2.01, -0.82, -5.42)  -0.645
C (-2.43, 5.32, -0.40)  -0.465
H (-4.97, 0.21, 3.27)  0.400
H (2.76, -2.10, 1.23)  0.291
C (-0.98, -1.23, 3.92)  -0.382
C (1.37, -0.91, 4.68)  -0.677
C (1.13, 0.10, -3.37)  -0.015
H (1.25, 1.71, 1.10)  0.474
H (1.70, 2.14, -2.96)  0.363
C (-0.62, -3.06, -1.52)  -0.556
H (2.68, -2.29, -1.66)  0.108
O (-3.28, -1.13, -0.63)  -0.740
H (-4.67, -0.89, 1.92)  0.241
C (-4.04, 1.80, 1.47)  -0.410
C (-1.97, 3.07, 0.54)  0.020
C (0.44, -1.23, 3.66)  -0.058
H (-1.41, -5.07, -1.62)  0.392
C (2.20, 1.35, 0.69)  -0.693
C (2.38, -1.78, 2.20)  -0.445
O (-4.19, -0.68, -2.90)  -0.694
C (-4.17, -0.26, 2.67)  -0.961
O (-2.52, 0.87, -1.92)  -0.539
H (3.13, 0.54, -6.68)  0.327
C (2.43, 1.48, -4.87)  -0.538
H (-5.27, 4.16, 1.00)  0.224
H (-1.60, -2.56, -1.45)  0.238
O (-1.11, 2.16, 0.79)  -0.621
H (2.85, -4.72, -1.46)  0.357
Cl (-3.77, -0.03, -1.66)  1.562
H (-3.62, -2.19, 3.55)  0.211
H (-0.49, 4.39, -0.29)  0.379
C (-3.26, -1.14, 3.54)  -0.604
H (3.42, -0.72, 5.25)  0.302
C (-3.75, 5.22, -0.03)  -0.443
C (0.99, -1.48, 2.30)  0.395
H (2.17, -1.67, -6.09)  0.351
H (-3.25, -0.76, 4.60)  0.481
C (3.25, -1.45, 3.23)  -0.301
C (4.61, 0.55, -0.42)  -0.709
O (-4.86, 0.70, -1.07)  -0.602
H (4.32, -1.49, 3.06)  0.418
H (5.54, 0.22, -0.87)  0.361
C (2.21, 0.61, -0.50)  0.285
N (-1.91, -1.16, 3.02)  0.365
C (-3.41, 2.98, 0.89)  0.732
Sb (0.30, -0.15, -1.34)  0.852
C (-0.52, -4.45, -1.58)  -0.669
H (-5.14, 1.77, 1.44)  0.157
C (1.23, -0.94, -4.28)  -0.242
Ag (-1.60, -0.19, 0.89)  1.265
C (3.42, 0.21, -1.04)  -0.346
O (0.28, -1.45, 1.22)  -0.626
H (1.02, -0.56, 5.65)  0.349
C (3.40, 1.63, 1.34)  -0.468
C (2.57, 0.42, -5.74)  -0.398

HOMO: -0.0561 Ha
charge: -2
energy above the lowest of the compared OMol25 structures with the same formula, charge and spin: 8.4 kcal per mole
Kohn-Sham gap: 6.1 eV
multiplicity: 1

---

No. 2
Below is C27H27F10N2O3PSScTe2 as an isolated structure in a non-equilibrium geometry, with properties calculated with wB97M-V/def2-TZVPD.

Each line ends with the Mulliken charge.
CARTESIAN COORDINATES (ANGSTROEM)
H (-3.70, -2.16, -2.24)  0.358
H (-2.43, -4.76, 1.46)  0.568
C (-1.62, 3.59, 0.22)  -0.365
C (2.90, 2.34, 0.47)  -1.477
C (3.41, 3.48, 2.56)  -0.857
C (1.16, 3.43, -2.36)  -0.219
F (4.65, 0.32, 1.98)  -0.373
C (1.50, 2.50, 0.73)  0.717
H (1.09, 0.71, -5.10)  0.453
H (-2.22, -1.59, -3.02)  0.242
F (-2.60, -1.17, 2.89)  -0.465
H (-1.12, -3.61, 1.44)  -0.050
H (0.05, 3.19, 2.15)  0.502
H (1.69, 3.03, -5.68)  0.411
N (1.25, -3.06, -0.08)  1.142
H (-4.09, -4.86, -0.11)  0.431
C (-2.93, 3.97, 0.47)  -0.737
S (2.40, -4.71, -1.62)  -0.164
C (-3.94, 3.02, 0.42)  -0.957
C (0.83, 2.12, -2.03)  0.680
C (-2.33, 1.32, -0.16)  0.307
C (1.11, 1.47, -4.33)  -0.846
C (-2.15, -0.09, -0.63)  -0.665
F (1.85, 0.32, 1.90)  -0.723
H (-4.97, 3.30, 0.61)  0.439
C (-1.82, -4.14, 0.81)  -1.386
F (2.94, -1.60, 1.55)  -0.549
H (-4.62, -3.50, -1.08)  0.461
O (-3.04, -0.35, -1.59)  -0.348
C (1.47, 3.76, -3.67)  -0.793
H (-0.84, 4.34, 0.26)  0.460
Te (3.62, -0.08, 0.52)  1.639
F (-1.25, -1.94, 4.98)  -0.357
F (-1.80, 0.59, 4.54)  -0.398
C (0.81, 1.14, -3.02)  0.042
N (-1.36, -1.05, -0.29)  1.467
H (-4.44, 0.98, -0.01)  0.559
C (2.04, 3.57, 2.81)  -0.650
F (4.71, -1.47, -0.02)  -0.348
C (-3.65, 1.71, 0.08)  -1.005
C (-2.75, -1.68, -2.08)  -0.671
H (1.73, 4.77, -3.92)  0.447
C (-2.71, -3.20, 0.00)  0.926
H (0.57, 0.11, -2.76)  0.116
H (1.40, -2.53, -2.11)  0.203
O (2.24, -0.46, -0.60)  -0.166
H (4.88, 2.87, 1.13)  0.553
H (4.12, 3.88, 3.27)  0.453
Sc (0.75, -1.01, 0.87)  1.048
F (0.61, -0.16, 4.39)  -0.378
C (1.09, 3.10, 1.90)  -0.860
C (1.67, -4.11, 0.71)  -1.117
H (-3.25, -2.55, 0.70)  -0.074
C (1.59, -3.25, -1.33)  -0.280
Te (-0.95, -0.75, 3.62)  2.081
C (1.45, 2.78, -4.66)  -0.590
H (2.72, -6.01, 0.45)  0.481
H (1.18, 4.20, -1.60)  0.392
C (-1.30, 2.27, -0.06)  0.557
C (-3.74, -4.05, -0.76)  -1.695
C (2.30, -5.10, 0.05)  -0.339
F (4.80, 0.86, -0.59)  -0.388
H (1.70, 4.03, 3.73)  0.475
H (-3.17, 5.00, 0.70)  0.463
C (-1.91, -2.29, -0.96)  -0.567
H (3.21, 2.35, -0.57)  0.589
H (1.47, -4.08, 1.77)  0.466
H (-1.07, -2.85, -1.38)  0.519
P (0.35, 1.63, -0.35)  1.925
F (-0.73, 0.49, 2.21)  -0.508
H (-3.29, -4.52, -1.64)  0.371
C (3.83, 2.91, 1.39)  -0.152
O (-0.05, -1.90, 2.50)  -0.756
H (-1.26, -4.80, 0.13)  0.328

HOMO: -0.4282 Ha
charge: +1
energy above the lowest of the compared OMol25 structures with the same formula, charge and spin: 41.5 kcal per mole
Kohn-Sham gap: 6.4 eV
multiplicity: 1

---

> The lowest Kohn-Sham gap belongs to which entry?

C34H29AgClN2O6Sb